1.
80
Properties=species:S:1:pos:R:3:lowdin_charge:R:1 method="wB97M-V/def2-TZVPD" e_above_lowest_ev=2.249 lumo_energy_ev=0.48 molar_mass_da=442.64 smiles="COC[C@H](C)N.COC[C@H](C)N.COC[C@H](C)N.COC[C@H](C)N.O=C1CCCO1" orbital_gap_ev=9.379
O -7.2984 -2.4609 5.2700 -0.20
O 3.4154 -0.9353 0.4871 0.14
O 1.1161 4.3017 -2.5109 -0.21
O -1.8693 1.4847 1.2701 -0.18
O 3.6167 -2.4162 -3.4851 -0.22
O 5.5972 -0.4324 0.3315 -0.02
N 0.3097 -0.1808 1.2263 0.05
N -1.2683 2.3628 -2.3276 0.05
N -4.9421 -0.7745 4.9822 0.04
N 4.6213 -1.2678 -6.8185 0.03
C 2.4011 5.0443 -2.2364 -0.05
C 4.4181 -0.6881 1.0429 -0.46
C -2.6200 4.3694 -1.5703 -0.05
C -0.5853 -1.5928 -0.4019 -0.06
C 4.7630 -0.5952 2.5400 -0.03
C -3.4991 -2.5945 4.5353 -0.08
C 0.0522 4.3937 -1.5541 -0.19
C 2.5046 -2.1367 -6.1091 -0.07
C -1.8582 0.4163 0.4252 -0.26
C -1.2745 3.8305 -2.2050 -0.38
C 3.7668 -1.3538 -5.6663 -0.43
C -8.2955 -3.4326 5.4643 -0.12
C 6.6604 0.0395 1.1275 -0.17
C -4.9396 -2.1586 4.4809 -0.45
C 5.9059 0.4803 2.3746 -0.15
C -3.1892 2.0110 1.6181 -0.07
C -0.4594 -0.1441 0.0215 -0.44
C 3.1763 -1.4192 -2.5283 -0.08
C 4.5345 -1.9844 -4.4754 -0.18
C -5.9792 -3.0697 5.1779 -0.16
H -8.7316 -3.7870 4.5303 0.09
H 2.7372 -3.0877 -6.5883 0.08
H 0.2431 3.9044 -0.5991 0.12
H -1.1894 -1.9994 0.4091 0.07
H -0.4106 2.0440 -2.7551 0.07
H 4.9000 -2.9866 -4.6991 0.13
H 6.5422 0.5532 3.2566 0.11
H -5.5641 -3.4258 6.1207 0.12
H -2.8358 -1.8555 4.0858 0.07
H -2.3199 -0.4020 0.9778 0.12
H -7.8988 -4.2102 6.1170 0.08
H -2.7000 3.8498 -0.6155 0.05
H 3.0235 5.0935 -3.1298 0.08
H 4.2493 -0.8831 -7.6752 0.07
H 2.4162 -1.8928 -1.9069 0.07
H 1.8033 -1.5000 -6.6485 0.07
H 7.2032 0.9149 0.7708 0.13
H -4.7927 -0.0896 4.2551 0.06
H -1.3663 4.2040 -3.2249 0.12
H -3.9498 2.2754 0.8834 0.08
H 3.2846 -0.4618 -5.2664 0.12
H -1.2778 2.0344 -1.3725 0.02
H 5.2685 -1.3653 -3.9596 0.12
H -5.1980 -2.1271 3.4224 0.13
H 3.7862 -0.2284 2.8554 0.12
H -3.1776 -2.7188 5.5693 0.08
H 2.2231 5.9954 -1.7345 0.08
H -5.9467 -0.6838 5.0342 0.05
H -3.0437 2.9349 2.1778 0.09
H -6.1060 -3.9588 4.5602 0.12
H -3.7233 1.2504 2.1875 0.07
H 3.9190 -0.9948 -1.8528 0.06
H 2.6533 -0.6177 -3.0500 0.08
H 5.1217 -1.5871 2.8152 0.13
H -3.5309 4.4425 -2.1644 0.07
H -3.3328 -3.5176 3.9799 0.08
H -1.2443 -1.7258 -1.2599 0.08
H 7.3270 -0.8194 1.2058 0.13
H 4.7904 -2.2490 -6.9880 0.06
H 1.8660 -2.3956 -5.2646 0.06
H -9.0760 -2.9858 6.0802 0.09
H 0.4566 0.7329 1.6308 0.07
H -0.0179 0.3496 -0.8442 0.12
H -2.6183 5.4014 -1.2194 0.06
H 1.2755 -0.4310 1.0691 0.04
H -2.4570 0.5903 -0.4689 0.12
H 0.3812 -2.0430 -0.6285 0.07
H 5.4416 1.4663 2.3553 0.12
H 2.9887 4.4505 -1.5362 0.07
H -0.1739 5.4463 -1.3836 0.11

---

2.
80
Properties=species:S:1:pos:R:3:lowdin_charge:R:1 method="wB97M-V/def2-TZVPD" e_above_lowest_ev=12.512 lumo_energy_ev=0.58 molar_mass_da=450.61 smiles=COCCOC.COCCOC.COCCOC.COCCOC.COCCOC orbital_gap_ev=8.943
O -0.0369 -0.8152 -3.6226 -0.15
O 2.1868 3.0790 1.0254 -0.22
O 0.4090 -4.1415 -0.2440 -0.18
O -1.3226 -5.2338 2.3492 -0.20
O 0.1129 -1.2698 -0.7339 -0.36
O -3.2015 0.9358 -0.2025 -0.12
O -0.3248 1.4983 -0.1884 -0.22
O 5.3491 4.3258 2.0734 -0.16
O -6.1672 -0.9038 0.6126 -0.20
O 2.3202 1.5293 -2.6674 -0.22
C -5.2017 0.1395 0.8188 -0.18
C 5.9693 4.9575 3.2407 -0.07
C -1.1733 -1.8524 -0.5423 -0.08
C 1.7868 0.3009 -3.1400 -0.13
C -2.4188 0.8221 -1.3314 -0.14
C 0.7948 -4.9104 0.9575 -0.13
C -0.0937 -2.0541 -2.9161 -0.07
C -2.3406 -4.8385 1.4290 -0.10
C 2.1494 2.6902 -3.4420 -0.12
C 0.9543 0.8171 0.0738 -0.12
C 3.9964 4.3364 2.0507 -0.26
C 1.3838 -3.1988 -0.5942 -0.13
C -4.0192 -0.1658 -0.0493 -0.23
C 0.7652 -0.7165 0.2923 -0.18
C -0.0335 -4.5436 2.2425 -0.14
C 0.2430 0.2899 -2.8388 -0.19
C 3.5809 3.3525 0.9658 -0.15
C 1.7476 2.3842 2.1998 -0.13
C -0.1524 2.8173 -0.7211 -0.07
C -7.4036 -0.7939 1.3713 -0.08
H 1.4632 1.1987 0.9589 0.04
H -7.0874 -0.7199 2.4118 0.08
H 0.7472 1.9858 2.0311 0.09
H 3.6098 5.3445 1.9016 0.13
H 1.1441 3.0149 -3.7105 0.08
H -4.9603 0.2835 1.8720 0.13
H 1.7090 -1.2561 0.2151 0.11
H 0.0065 2.7748 -1.7986 0.07
H -0.3142 1.1107 -3.2905 0.13
H 5.8071 6.0104 3.4712 0.08
H 3.5596 4.0202 2.9980 0.11
H -2.1627 -5.1596 0.4027 0.09
H -4.2514 -0.7131 -0.9629 0.14
H -5.6484 1.0714 0.4721 0.13
H 7.0522 4.9611 3.1167 0.08
H 2.5924 3.5138 -2.8822 0.09
H -1.8487 -1.1866 -0.0050 0.07
H 1.7364 -2.6377 0.2713 0.08
H 5.7986 4.3956 4.1590 0.08
H 0.6329 3.4418 -0.2952 0.09
H -1.7449 -0.0177 -1.1620 0.04
H 2.7167 2.6879 -4.3727 0.08
H -1.0600 -2.8107 -0.0354 0.08
H -0.0889 -2.8915 -3.6139 0.11
H 0.5838 -2.2545 -2.0861 0.02
H -1.0946 -2.1403 -2.4931 0.06
H -1.7445 1.6462 -1.5642 0.07
H 2.0465 0.2107 -4.1947 0.13
H -7.8789 0.1346 1.0549 0.08
H 2.2570 -0.5315 -2.6164 0.13
H -3.3674 -0.8424 0.5034 0.10
H -2.3846 -3.7612 1.2691 0.06
H -0.0520 0.1499 -1.7989 0.07
H 1.6646 0.8964 -0.7491 0.11
H 0.6728 -5.9718 0.7416 0.13
H 0.5257 -4.9547 3.0829 0.12
H -1.1259 3.2758 -0.5474 0.10
H 3.6737 3.6935 -0.0654 0.13
H 4.1305 2.4167 1.0676 0.13
H 0.2432 -0.9552 1.2190 0.15
H 1.8019 -4.7319 1.3345 0.11
H 1.6976 2.9038 3.1566 0.09
H -0.2297 -3.4722 2.2834 0.11
H -1.8193 -2.0787 -1.3906 0.10
H 0.9411 -2.4663 -1.2690 0.00
H -2.9755 0.4825 -2.2048 0.11
H 2.3585 1.5256 2.4783 0.11
H 2.2355 -3.6601 -1.0941 0.12
H -3.3060 -5.1661 1.8147 0.09
H -8.1228 -1.6094 1.4468 0.08

---

3.
83
Properties=species:S:1:pos:R:3:lowdin_charge:R:1 method="wB97M-V/def2-TZVPD" e_above_lowest_ev=0.000 lumo_energy_ev=-1.86 total_charge=+1 molar_mass_da=500.74 orbital_gap_ev=9.969
K 0.0664 0.8198 -0.7970 0.86
O 3.2034 -2.1539 0.8065 -0.20
O -1.6443 1.6486 1.0476 -0.26
O 2.4526 1.6315 0.0464 -0.27
O 1.0583 3.3886 -1.1627 -0.11
O -0.6421 1.8268 -3.2918 -0.26
O -2.3992 -3.7160 4.0127 -0.16
O -1.7223 -0.7552 -2.3222 -0.26
O -0.4306 5.1742 -2.1511 -0.06
N -1.4663 -2.7734 0.6358 -0.08
N 0.1638 -0.3558 1.6696 -0.10
N 2.0514 0.8827 -2.5992 -0.12
C -0.2441 0.6030 2.6990 -0.15
C 1.4753 -0.8785 1.9871 -0.19
C 3.3545 0.7250 -0.4295 -0.21
C 1.8281 -2.0218 1.0419 -0.21
C 2.8144 -0.0123 -1.6868 -0.14
C -1.5079 2.6796 -4.0022 -0.10
C -3.0431 1.6867 0.5998 -0.03
C -1.9860 -4.5991 4.9926 -0.12
C 0.4678 4.1879 -0.2386 -0.31
C 4.0568 -2.6222 1.8677 -0.04
C -1.2286 -1.8355 -1.5898 -0.22
C -2.2196 -2.7640 1.8743 -0.19
C -2.1200 -1.8928 -0.2996 -0.17
C -2.5559 -1.2070 -3.3938 -0.06
C 1.2566 0.1862 -3.5643 -0.22
C -1.4879 -3.6502 2.9275 -0.18
C 0.2529 1.1850 -4.2065 -0.19
C -1.5821 1.2836 2.3628 -0.25
C 3.0878 2.5086 0.9556 -0.06
C -0.8047 4.7134 -0.7994 -0.17
H -3.2153 -3.0861 1.6886 0.12
H 2.6465 1.6586 -2.9262 0.16
H 3.6823 3.3017 0.5137 0.12
H 1.1128 5.0142 0.0553 0.13
H 0.5700 1.3665 2.6821 0.13
H -2.2622 -1.7597 2.3044 0.11
H -1.1744 5.4608 -0.1819 0.11
H 3.8417 -1.9740 2.7315 0.10
H -2.6605 -4.4802 5.8036 0.09
H -0.1533 -1.6458 -1.3865 0.08
H -0.5353 -3.2001 3.1960 0.11
H -2.9144 -0.3566 -3.9664 0.09
H 3.8064 2.0364 1.6114 0.10
H -0.2828 0.6923 -5.0379 0.13
H -0.2851 0.1177 3.6410 0.11
H 4.2983 1.1430 -0.6651 0.13
H 1.6128 2.7065 -0.7337 0.01
H 2.3320 2.8978 1.6605 0.11
H -2.0163 -5.5952 4.6871 0.07
H 0.6671 -0.6285 -3.1136 0.09
H 5.0998 -2.6903 1.6306 0.09
H -3.4557 0.7169 0.7826 0.07
H -3.4075 -1.7338 -3.0014 0.09
H -2.1163 3.2814 -3.3228 0.09
H 0.9638 1.9396 -4.7164 0.15
H 1.3706 -2.0333 0.1421 0.06
H -1.7137 2.0377 3.0686 0.11
H -0.9644 3.3480 -4.7292 0.11
H -1.3459 -4.6595 2.5910 0.12
H -3.0865 -2.2780 -0.4977 0.12
H -2.0760 -1.8923 -4.0759 0.09
H -1.0171 -4.4931 5.3641 0.07
H -1.6722 -3.7366 0.3671 0.13
H 1.3651 -2.9202 1.4820 0.13
H 2.2328 -0.8565 -1.4151 0.08
H 1.3119 -1.1873 2.9898 0.11
H -1.4669 3.8573 -0.8696 0.10
H -2.2215 -0.8568 0.1364 0.11
H -3.1556 1.9058 -0.4292 0.08
H 2.3323 -0.2197 1.9434 0.11
H 0.2981 3.6888 0.7276 0.12
H 1.8844 -0.4072 -4.2665 0.14
H -0.4586 -1.1523 1.7133 0.06
H -2.3709 0.5670 2.6162 0.12
H 0.2146 4.4855 -2.3258 0.04
H 3.6625 0.0504 0.3096 0.09
H 3.5812 -0.4665 -2.2829 0.13
H -1.3847 -2.7665 -2.1218 0.13
H -2.1396 2.0439 -4.6474 0.09
H -3.5955 2.4593 1.1870 0.12
H 3.7558 -3.5946 2.0936 0.07